Molecular formula: C29H37NO3
Method: DFT, wB97M-V/def2-TZVPD

Geometry as XYZ:
```
70
Properties=species:S:1:pos:R:3:nbo_charge:R:1
C 3.0249 -1.2918 1.6491 -0.63
C 1.9889 -0.3183 1.1339 -0.05
O 0.8085 -0.6426 1.8732 -0.54
C -0.2359 0.2432 1.8391 0.73
C -1.0557 -0.0997 2.9744 -0.38
C -2.3308 0.5035 3.2419 0.53
O -3.0818 0.0165 4.1137 -0.69
C -2.7987 1.7453 2.4980 -0.49
C -3.8152 1.4960 1.3878 -0.38
C -5.0514 0.6367 1.7272 -0.42
C -5.0534 -0.7750 1.1067 -0.40
C -5.0499 -1.9510 2.1096 -0.41
C -4.0786 -3.0850 1.7266 -0.39
C -2.6085 -2.7424 1.9965 -0.41
C -2.2179 -2.8845 3.4661 -0.41
C -0.7479 -2.5588 3.7256 -0.38
C -0.4545 -1.0697 3.9551 -0.40
O -0.3431 1.1130 0.9832 -0.72
H 3.9878 -1.1918 1.1490 0.18
H 3.1798 -1.1246 2.7245 0.24
H 2.6649 -2.3205 1.5179 0.23
H 2.2671 0.7345 1.3003 0.18
H 1.7369 -0.4772 0.0699 0.15
H -3.2565 2.4145 3.2400 0.21
H -1.9132 2.2222 2.0603 0.24
H -4.1693 2.4863 1.0712 0.19
H -3.2768 1.0837 0.5293 0.20
H -5.1707 0.5905 2.8161 0.23
H -5.9314 1.1673 1.3309 0.19
H -5.9750 -0.8610 0.5073 0.19
H -4.2151 -0.8717 0.4005 0.19
H -4.8172 -1.5847 3.1240 0.23
H -6.0676 -2.3724 2.1298 0.19
H -4.3468 -3.9826 2.3019 0.19
H -4.1825 -3.3178 0.6578 0.19
H -1.9601 -3.4029 1.4003 0.18
H -2.3752 -1.7171 1.6667 0.22
H -2.8561 -2.2376 4.0836 0.24
H -2.4026 -3.9214 3.7837 0.18
H -0.4249 -3.0679 4.6432 0.19
H -0.1191 -2.9306 2.9037 0.18
H 0.6298 -0.9437 3.9120 0.20
H -0.8037 -0.7908 4.9591 0.21
C 3.3382 -1.2710 -1.7975 -0.71
C 2.8638 0.1084 -1.5677 0.28
N 2.7462 0.9324 -2.6226 -0.29
C 2.8672 2.3435 -2.5551 0.19
C 3.2793 3.1066 -1.4723 -0.22
C 3.7139 4.4180 -1.7221 -0.19
C 3.6694 4.9395 -3.0241 -0.18
C 3.1925 4.1840 -4.1006 -0.17
C 2.8314 2.8589 -3.8719 -0.09
C 2.6365 1.7525 -4.7718 0.03
C 2.5891 0.5697 -3.9883 0.09
C 2.5571 -0.6863 -4.5725 -0.20
C 2.6145 -0.7694 -5.9696 -0.20
C 2.6801 0.3928 -6.7517 -0.18
C 2.6694 1.6664 -6.1635 -0.19
H 3.8250 -1.6267 -0.8819 0.26
H 2.4945 -1.9386 -2.0238 0.26
H 4.0810 -1.3224 -2.6092 0.26
H 3.2050 0.6360 -0.6699 0.24
H 3.2643 2.6847 -0.4693 0.23
H 4.0903 5.0259 -0.8987 0.24
H 4.0299 5.9538 -3.1857 0.23
H 3.1189 4.5997 -5.1048 0.23
H 2.5036 -1.5887 -3.9757 0.23
H 2.6111 -1.7581 -6.4304 0.23
H 2.7396 0.2887 -7.8355 0.23
H 2.6870 2.5816 -6.7545 0.23
```

Calculated values
- LUMO energy (eV) = -2.97
- energy (a.u.) = -1407.586788
- gap between HOMO and LUMO (eV) = 2.5510
- HOMO level (Ha) = -0.2030

***

Molecular formula: C29H38CdN4OP2
Method: DFT, wB97M-V/def2-TZVPD

Geometry as XYZ:
```
75
Properties=species:S:1:pos:R:3:mulliken_charge:R:1
Cd -1.5555 0.8289 -0.8843 0.50
C 3.8777 3.7271 3.1708 -0.71
C 3.3898 3.5200 1.9538 -0.23
C 2.8031 2.2412 1.4254 -0.72
C 1.4107 1.9590 2.0091 1.30
C 1.2857 1.1813 3.2746 -0.59
C 2.2277 0.8436 4.1674 -0.46
C 3.6548 1.3093 4.1742 -0.82
C 3.7864 2.8446 4.3880 -0.71
C -2.3760 2.3598 0.3842 -1.34
H 4.4203 4.6596 3.3830 0.33
H 3.4365 4.3379 1.2155 0.41
H 3.4712 1.3934 1.5909 0.35
H 2.7084 2.3411 0.3281 0.39
H 0.8511 2.9073 2.0673 -0.06
H 0.8438 1.3797 1.2616 -0.57
H 0.2784 0.8132 3.4565 0.32
H 1.9765 0.1517 4.9886 0.33
H 4.1750 1.0341 3.2563 0.26
H 4.1839 0.8259 5.0083 0.40
H 2.9911 3.1665 5.0862 0.35
H 4.7135 3.0387 4.9497 0.44
H -2.5475 3.3651 -0.0672 0.42
H -1.6886 2.5603 1.2313 0.23
H -3.3332 2.0498 0.8345 0.40
P -2.1116 -1.6153 -0.2245 0.32
P -0.3188 -0.4138 -2.7407 -0.20
N -1.6418 -2.4442 1.2708 0.45
N -3.7649 -2.3708 -0.2959 0.25
N 1.2481 -1.1121 -2.2837 0.43
N 0.1283 -0.3033 -4.5590 0.28
C -1.2470 -2.7238 -1.4134 -0.78
C -1.1857 -2.0565 -2.8075 -1.30
C -1.8128 -1.9315 2.5645 -0.49
C -1.5544 -2.9396 3.4836 -0.69
C -1.2232 -4.1177 2.7448 -0.73
C -1.2862 -3.7901 1.3945 -0.20
C -4.9645 -1.6527 -0.2858 -0.51
C -6.0089 -2.5023 -0.6329 -0.51
C -5.4470 -3.8038 -0.8416 -0.71
C -4.0826 -3.7016 -0.5823 -0.11
C 1.9872 -0.6513 -1.1898 -0.39
C 2.9845 -1.5749 -0.8924 -0.41
C 2.8874 -2.6300 -1.8563 -1.28
C 1.8114 -2.3350 -2.6751 -0.12
C 0.9312 -1.0555 -5.4228 -0.14
C 0.6903 -0.6800 -6.7444 -0.60
C -0.3077 0.3473 -6.7057 -0.59
C -0.6370 0.5463 -5.3667 -0.43
H -1.7092 -3.7218 -1.5015 0.43
H -0.2340 -2.8939 -1.0147 0.48
H -0.6923 -2.7209 -3.5364 0.51
H -2.2016 -1.8333 -3.1789 0.48
H -2.0804 -0.8921 2.6951 0.46
H -1.5985 -2.8580 4.5619 0.42
H -0.9747 -5.0917 3.1319 0.44
H -1.0645 -4.3800 0.5203 0.39
H -4.9534 -0.6024 -0.0320 0.35
H -7.0535 -2.2393 -0.7331 0.41
H -5.9676 -4.6950 -1.1623 0.42
H -3.3216 -4.4634 -0.5983 0.27
H 1.7423 0.2970 -0.7384 0.30
H 3.6902 -1.5182 -0.0759 0.48
H 3.5267 -3.5025 -1.9424 0.43
H 1.4064 -2.9106 -3.4956 0.49
H 1.6278 -1.7936 -5.0663 0.30
H 1.1622 -1.1009 -7.6248 0.42
H -0.7312 0.8658 -7.5549 0.41
H -1.3484 1.2124 -4.9089 0.34
C 0.1206 6.2163 1.3396 -0.73
C 0.0657 5.3470 0.2174 0.36
O 0.1438 4.7005 -0.7421 -0.41
H 0.0437 5.5774 2.2442 0.22
H -0.7416 6.9096 1.2816 0.29
H 1.0843 6.7644 1.3231 0.28
```

Calculated values
- LUMO energy (alpha / beta) (eV) = -0.23 / -0.54
- energy (a.u.) = -2272.265737
- gap between HOMO and LUMO (alpha / beta) (eV) = 5.3750 / 4.8355
- HOMO level (alpha / beta) (Ha) = -0.2058 / -0.1977

***

Molecular formula: C29H38CrN4OP2
Method: DFT, wB97M-V/def2-TZVPD

Geometry as XYZ:
```
75
Properties=species:S:1:pos:R:3:mulliken_charge:R:1
Cr -0.0229 -0.2634 -0.8459 0.21
C 0.3731 -2.0855 0.3764 -0.56
C 0.7879 -2.2719 -0.9634 -0.52
C -0.0068 -2.9714 -2.0196 -0.48
C -0.9134 -2.0721 -2.8966 0.26
C -1.5973 -0.9761 -2.1284 -0.62
C -2.0627 -1.0826 -0.7908 -0.47
C -2.1523 -2.3550 0.0220 -0.86
C -0.9154 -2.6256 0.9250 -1.10
C -0.5817 1.6527 -0.3518 -1.37
H 1.1608 -1.9663 1.1294 0.72
H 1.8501 -2.1666 -1.2155 0.53
H -0.6079 -3.7841 -1.5859 0.06
H 0.7303 -3.4359 -2.6892 0.73
H -0.3069 -1.6296 -3.7107 0.32
H -1.6768 -2.6730 -3.4264 0.00
H -1.9722 -0.1539 -2.7574 0.63
H -2.7395 -0.2895 -0.4363 0.46
H -2.3644 -3.2224 -0.6254 0.34
H -3.0436 -2.2745 0.6751 0.43
H -1.1074 -2.1803 1.9178 0.48
H -0.8392 -3.7086 1.1373 0.31
H -0.4395 1.8888 0.7162 0.36
H -1.6417 1.8126 -0.6076 0.34
H 0.0358 2.3606 -0.9369 0.38
P -2.4941 -3.3015 -7.0876 0.03
P 0.3963 -4.7698 -6.2380 -0.07
N -4.2068 -3.5631 -6.6159 0.34
N -2.7463 -2.8269 -8.8612 0.37
N -0.1182 -6.0534 -5.1251 0.42
N 1.9449 -5.5256 -6.8398 0.24
C -2.1537 -5.0957 -7.4796 -0.72
C -0.6476 -5.3543 -7.6659 -1.18
C -4.6583 -3.1051 -5.3642 -0.35
C -5.9808 -3.4907 -5.1938 -0.65
C -6.3701 -4.2209 -6.3645 -0.55
C -5.2583 -4.2796 -7.2027 -0.19
C -2.3690 -1.5603 -9.3301 -0.45
C -2.7835 -1.4128 -10.6499 -0.57
C -3.4203 -2.6324 -11.0350 -0.65
C -3.3387 -3.4995 -9.9392 -0.23
C -0.2980 -5.7270 -3.7799 0.05
C -0.6927 -6.8435 -3.0797 -0.57
C -0.8045 -7.9108 -4.0212 -0.96
C -0.4999 -7.3914 -5.2818 -0.29
C 2.3161 -6.8562 -7.0698 -0.13
C 3.5123 -6.8808 -7.7948 -0.60
C 3.8691 -5.5102 -8.0571 -0.52
C 2.8936 -4.7123 -7.4843 -0.45
H -2.6975 -5.4121 -8.3853 0.38
H -2.5387 -5.6897 -6.6354 0.52
H -0.4624 -6.4194 -7.8860 0.49
H -0.2794 -4.7759 -8.5299 0.48
H -3.9835 -2.5470 -4.7299 0.37
H -6.5951 -3.2980 -4.3249 0.41
H -7.3424 -4.6644 -6.5568 0.42
H -5.1489 -4.7539 -8.1709 0.23
H -1.8308 -0.8876 -8.6792 0.39
H -2.6530 -0.5323 -11.2739 0.39
H -3.9082 -2.8563 -11.9810 0.42
H -3.6268 -4.5386 -9.8848 0.31
H -0.1223 -4.7117 -3.4776 -0.37
H -0.8786 -6.8776 -2.0152 0.46
H -1.0603 -8.9351 -3.7982 0.46
H -0.5470 -7.8521 -6.2577 0.50
H 1.7384 -7.6846 -6.6820 0.31
H 4.0417 -7.7573 -8.1182 0.44
H 4.7274 -5.1766 -8.6215 0.41
H 2.7784 -3.6348 -7.4669 0.33
C 1.6090 0.6916 1.7428 -1.44
C 1.7096 0.4415 0.2683 0.87
O 2.6730 0.5766 -0.4609 -0.69
H 0.5852 0.4986 2.0831 0.33
H 1.8423 1.7444 1.9676 0.36
H 2.2885 0.0349 2.3117 0.35
```

Calculated values
- LUMO energy (alpha / beta) (eV) = 0.25 / -0.56
- energy (a.u.) = -3149.079465
- spin multiplicity = 5
- gap between HOMO and LUMO (alpha / beta) (eV) = 7.1264 / 6.2961
- HOMO level (alpha / beta) (Ha) = -0.2527 / -0.2519